# 1
Formula: C2H6N2O
Source: OMol25
Level of theory: ωB97M-V/def2-TZVPD

The geometry in XYZ format:
```
11
Properties=species:S:1:pos:R:3:forces:R:3
N -0.335 -0.082 1.419 -1.16 0.19 -0.21
C 0.191 0.645 2.449 0.72 -0.60 -0.48
O 1.254 1.217 2.429 -0.08 0.04 0.26
H 0.059 -0.163 0.485 0.56 0.27 0.21
H -1.343 0.005 1.384 0.01 -0.53 0.14
H -0.431 0.502 3.349 -0.03 0.54 0.12
C -0.028 -0.699 -2.521 -1.74 -0.35 -0.24
N 0.651 -0.360 -1.513 -1.00 0.98 0.27
H -0.814 -1.472 -2.386 1.12 -0.44 -0.21
H -0.137 -0.218 -3.513 0.45 0.36 0.61
H 0.931 0.623 -1.582 1.16 -0.44 -0.47
```
Forces are in eV/Å.

Results
SMILES: NC=O.C=N
Total charge: 0
Energy relative to the best compared isomer or geometry (same formula, charge and spin) in eV: 1.888
HOMO-LUMO gap in Eh: 0.389

# 2
Formula: C2H6N2O
Source: OMol25
Level of theory: ωB97M-V/def2-TZVPD

The geometry in XYZ format:
```
11
Properties=species:S:1:pos:R:3:forces:R:3
H -1.966 0.034 0.915 -1.06 0.31 0.16
N -1.031 0.153 0.591 1.91 1.00 2.81
C -0.318 0.833 1.466 1.09 0.18 -4.82
N 1.022 1.116 1.032 -1.00 -0.43 -1.27
H -0.568 1.647 2.151 -0.78 -1.08 0.97
H 1.768 0.990 1.682 0.33 0.10 0.36
H 1.251 0.838 0.040 -0.47 -0.01 1.91
C -0.037 -1.386 -1.916 0.33 0.28 -1.28
O 0.197 -2.489 -2.317 0.60 -0.62 0.02
H -1.032 -1.183 -1.556 -0.34 0.69 0.58
H 0.713 -0.552 -2.088 -0.61 -0.43 0.57
```
Forces are in eV/Å.

Results
SMILES: [H]/N=C/N.C=O
Total charge: 0
Energy relative to the best compared isomer or geometry (same formula, charge and spin) in eV: 2.717
HOMO-LUMO gap in Eh: 0.387

# 3
Formula: C2H6N2O
Source: OMol25
Level of theory: ωB97M-V/def2-TZVPD

The geometry in XYZ format:
```
11
Properties=species:S:1:pos:R:3:forces:R:3
C -1.627 -0.110 -0.351 -0.17 0.02 -0.11
N -0.415 0.029 0.434 0.16 -0.07 -0.05
C 0.773 0.107 -0.258 -0.04 0.01 -0.12
N 1.925 -0.029 0.500 0.04 0.10 -0.03
O 0.826 0.268 -1.466 0.00 -0.06 0.32
H -1.477 0.459 -1.269 -0.14 -0.08 0.12
H -1.831 -1.152 -0.630 0.03 0.16 0.07
H -2.484 0.295 0.194 0.14 -0.06 -0.03
H -0.403 -0.392 1.352 0.09 0.05 -0.18
H 1.929 0.275 1.463 -0.11 -0.02 -0.15
H 2.733 0.255 -0.036 0.00 -0.06 0.16
```
Forces are in eV/Å.

Results
SMILES: CNC(N)=O
Total charge: 0
Energy relative to the best compared isomer or geometry (same formula, charge and spin) in eV: 0.000
HOMO-LUMO gap in Eh: 0.389

# 4
Formula: C2H6N2O
Source: OMol25
Level of theory: ωB97M-V/def2-TZVPD

The geometry in XYZ format:
```
11
Properties=species:S:1:pos:R:3:forces:R:3
H -0.638 0.067 2.155 0.32 -0.19 -1.20
N -0.427 -0.372 1.235 -0.73 0.14 0.57
C -0.130 0.437 0.297 1.08 1.34 1.70
N 0.072 1.806 0.429 -2.04 -0.73 3.10
O 0.254 0.042 -0.900 -0.43 -0.89 -0.84
C 0.261 -1.390 -1.045 -1.78 -0.83 1.10
H 0.419 2.360 -0.294 0.26 0.78 -1.18
H -0.441 2.227 1.250 1.18 -0.44 -1.79
H 1.111 -1.758 -0.418 -0.59 -0.12 -1.04
H -0.728 -1.862 -0.574 2.16 1.12 -1.07
H 0.247 -1.558 -2.134 0.56 -0.18 0.65
```
Forces are in eV/Å.

Results
SMILES: [H]/N=C(\N)OC
Total charge: 0
Energy relative to the best compared isomer or geometry (same formula, charge and spin) in eV: 1.347
HOMO-LUMO gap in Eh: 0.374

# 5
Formula: C2H6N2O
Source: OMol25
Level of theory: ωB97M-V/def2-TZVPD

The geometry in XYZ format:
```
11
Properties=species:S:1:pos:R:3:forces:R:3
C -1.608 -0.053 -0.778 -0.22 -0.05 -0.08
N -0.370 -0.076 0.904 0.11 -0.05 -0.01
C 0.653 0.039 0.106 -0.09 -0.02 0.02
O 0.361 0.191 -1.119 0.02 -0.02 0.05
N 1.979 -0.032 0.489 -0.03 0.17 -0.02
H -1.622 0.511 -1.706 0.10 -0.05 0.16
H -1.638 -1.126 -0.920 0.08 0.15 0.05
H -2.336 0.316 -0.066 0.19 -0.05 -0.06
H -0.229 -0.371 1.866 -0.03 0.06 -0.08
H 2.188 0.277 1.425 -0.05 -0.08 -0.06
H 2.621 0.324 -0.202 -0.07 -0.07 0.01
```
Forces are in eV/Å.

Results
Total charge: 0
Energy relative to the best compared isomer or geometry (same formula, charge and spin) in eV: 3.371
HOMO-LUMO gap in Eh: 0.354

# 6
Formula: C2H6N2O
Source: OMol25
Level of theory: ωB97M-V/def2-TZVPD

The geometry in XYZ format:
```
11
Properties=species:S:1:pos:R:3:forces:R:3
H 0.638 -1.874 0.771 -0.38 0.03 0.16
N -0.216 -1.929 0.221 -0.09 -0.61 0.14
C -0.754 -0.819 0.043 4.55 5.50 1.03
O -1.696 -0.494 -0.770 -4.49 -5.44 -1.74
N -0.225 0.593 0.471 -1.02 -2.59 0.72
C 1.067 1.080 0.045 0.17 -0.13 -0.18
H -2.112 -1.516 -0.955 1.09 3.97 0.15
H -0.949 1.296 0.351 0.13 -0.54 -0.17
H 1.056 1.390 -1.006 0.21 -0.04 -0.06
H 1.843 0.322 0.180 -0.13 0.06 0.00
H 1.349 1.951 0.649 -0.06 -0.20 -0.06
```
Forces are in eV/Å.

Results
SMILES: [H]/N=C(/O)NC
Total charge: 0
Energy relative to the best compared isomer or geometry (same formula, charge and spin) in eV: 2.128
HOMO-LUMO gap in Eh: 0.359

# 7
Formula: C2H6N2O
Source: OMol25
Level of theory: ωB97M-V/def2-TZVPD

The geometry in XYZ format:
```
11
Properties=species:S:1:pos:R:3:forces:R:3
N 1.223 -0.111 -0.436 -0.02 -0.10 -0.11
C 2.289 -0.855 0.008 -0.90 1.92 -0.74
O 2.544 -0.985 1.174 0.42 -0.62 0.26
H 0.735 0.516 0.180 -0.16 -0.15 0.38
H 1.055 0.072 -1.411 0.37 -0.20 -0.01
H 2.893 -1.123 -0.868 0.39 -0.86 0.21
C -2.333 0.420 0.591 0.91 0.14 0.38
N -1.480 1.156 -0.015 -1.20 -1.29 -0.29
H -2.391 0.429 1.675 -0.18 0.28 0.07
H -2.933 -0.333 0.081 -0.17 0.06 -0.01
H -1.600 0.815 -0.980 0.54 0.83 -0.14
```
Forces are in eV/Å.

Results
SMILES: NC=O.C=N
Total charge: 0
Energy relative to the best compared isomer or geometry (same formula, charge and spin) in eV: 1.660
HOMO-LUMO gap in Eh: 0.397

# 8
Formula: C2H6N2O2
Source: OMol25
Level of theory: ωB97M-V/def2-TZVPD

The geometry in XYZ format:
```
12
Properties=species:S:1:pos:R:3:forces:R:3
N 1.335 -0.884 -0.458 -2.44 -0.35 -0.55
C 0.735 0.477 -0.682 -0.05 0.07 1.49
C -0.810 0.565 -0.536 1.85 -1.01 0.60
O -1.620 0.934 -1.318 -0.85 0.60 -1.59
N -1.242 0.166 0.707 -0.27 -2.35 2.74
O -0.214 -0.442 1.571 -1.42 2.86 1.52
H 0.674 -1.241 0.330 2.18 0.05 -2.11
H 1.192 -1.446 -1.343 0.06 0.68 1.50
H 1.162 1.099 0.119 -0.26 -0.02 -0.03
H 1.018 1.005 -1.559 0.27 -0.16 -1.16
H -2.038 -0.497 0.867 0.66 1.39 -1.03
H -0.192 0.263 2.302 0.27 -1.74 -1.37
```
Forces are in eV/Å.

Results
SMILES: NCC(=O)NO
Total charge: 0
Energy relative to the best compared isomer or geometry (same formula, charge and spin) in eV: 3.179
HOMO-LUMO gap in Eh: 0.364

# 9
Formula: C2H6N2O2
Source: OMol25
Level of theory: ωB97M-V/def2-TZVPD

The geometry in XYZ format:
```
12
Properties=species:S:1:pos:R:3:forces:R:3
N -1.063 -0.508 2.323 1.81 -0.84 4.17
C 0.004 -1.362 2.735 -0.36 0.57 -4.60
O 0.568 -1.989 1.829 -0.61 0.41 1.72
H -1.569 -0.010 3.088 0.27 -0.58 -1.75
H -1.302 -0.615 1.363 -0.57 0.19 -0.27
H 0.431 -1.371 3.727 -0.59 0.28 0.71
N -0.211 0.546 -1.614 3.34 -1.93 0.69
C 0.700 1.203 -2.376 -4.23 1.36 -4.88
O 0.267 2.187 -3.079 2.55 -2.26 2.83
H -1.052 0.915 -1.355 -2.35 1.59 0.47
H 0.057 -0.297 -1.117 0.13 0.26 -0.14
H 1.446 0.496 -2.819 0.60 0.94 1.05
```
Forces are in eV/Å.

Results
SMILES: NC=O.NC=O
Total charge: 0
Energy relative to the best compared isomer or geometry (same formula, charge and spin) in eV: 1.633
HOMO-LUMO gap in Eh: 0.385

# 10
Formula: C2H6N2O2
Source: OMol25
Level of theory: ωB97M-V/def2-TZVPD

The geometry in XYZ format:
```
12
Properties=species:S:1:pos:R:3:forces:R:3
C -2.343 0.938 -0.126 -1.32 -1.30 -2.80
N -1.740 -0.097 0.267 -0.49 0.21 1.34
N -1.164 -1.147 -0.055 0.96 0.95 -2.83
O -1.087 -2.232 0.412 -0.98 -1.35 1.69
H -2.009 1.906 0.117 0.28 0.95 0.88
H -3.052 0.845 -1.024 0.74 0.13 1.57
C 2.352 -0.028 -0.054 -2.03 1.30 -1.44
O 1.046 0.381 0.252 -3.97 -0.02 2.33
H 2.254 -0.038 -1.148 1.38 -0.11 0.01
H 2.343 -1.002 0.292 1.71 -1.99 0.80
H 3.004 0.758 0.331 0.55 -0.76 -0.02
H 0.397 -0.283 0.736 3.17 1.99 -1.53
```
Forces are in eV/Å.

Results
SMILES: C=NN=O.CO
Total charge: 0
Energy relative to the best compared isomer or geometry (same formula, charge and spin) in eV: 6.745
HOMO-LUMO gap (spin up / spin down) in Eh: 0.323 / 0.323

# 11
Formula: C2H6N2O2
Source: OMol25
Level of theory: ωB97M-V/def2-TZVPD

The geometry in XYZ format:
```
12
Properties=species:S:1:pos:R:3:forces:R:3
C -1.928 1.010 -0.113 0.24 0.89 2.87
N -0.663 1.685 -0.170 -0.43 -0.61 0.37
N 0.381 1.120 0.035 7.27 2.74 -1.69
O 1.597 1.863 -0.224 -4.25 -3.12 1.34
O 0.601 -0.255 0.383 -3.74 0.60 0.21
C 1.901 -0.753 0.212 0.80 3.12 2.36
H -1.999 0.333 -0.858 -0.36 -1.76 -3.27
H -2.658 1.820 -0.172 -0.21 -0.71 0.27
H -1.997 0.286 0.723 -0.25 1.02 0.35
H 2.104 -0.821 -0.784 0.56 -1.57 -2.64
H 2.161 -1.440 0.999 -0.53 -0.94 -0.38
H 2.487 0.114 0.466 0.91 0.35 0.21
```
Forces are in eV/Å.

Results
SMILES: C/N=[N+](/[O-])OC
Total charge: 0
Energy relative to the best compared isomer or geometry (same formula, charge and spin) in eV: 7.068
HOMO-LUMO gap in Eh: 0.377

# 12
Formula: C2H6N2O2
Source: OMol25
Level of theory: ωB97M-V/def2-TZVPD

The geometry in XYZ format:
```
12
Properties=species:S:1:pos:R:3:forces:R:3
N -0.151 1.493 1.613 0.19 -0.22 -0.11
C -0.192 0.495 0.600 -0.52 -0.24 0.07
O -0.823 -0.682 0.967 0.32 -0.07 -0.13
C 0.244 0.738 -0.623 0.21 1.20 0.16
O 0.644 1.310 -1.575 -0.13 -0.71 0.25
H 0.018 2.418 1.241 -0.09 -0.02 0.09
H 0.525 1.278 2.341 0.07 0.11 -0.17
H -1.450 -0.464 1.668 -0.04 0.15 -0.12
N 0.331 -1.854 -1.625 0.95 0.03 0.50
H 1.241 -1.422 -1.370 -1.16 -0.40 -0.63
H -0.122 -1.444 -2.432 0.27 0.14 0.28
H -0.265 -1.868 -0.807 -0.05 0.02 -0.21
```
Forces are in eV/Å.

Results
SMILES: NC(O)=C=O.N
Total charge: 0
Energy relative to the best compared isomer or geometry (same formula, charge and spin) in eV: 2.775
HOMO-LUMO gap in Eh: 0.314